The following is a quantum chemistry calculation of a cluster of 12 separate species, C40H51Cl44IN2O3P in total at a distorted geometry, from the Open Molecules 2025 dataset.

Values from the calculation:
- Electronic energy: -22776.295688 hartree
- Orbital gap: 0.205 Ha
- E_LUMO: -3.947 eV
- Net charge: +1

Geometry as XYZ:
```
142
C40H51Cl44IN2O3P | the Open Molecules 2025 dataset | ωB97M-V/def2-TZVPD
C -1.92803 3.81107 0.40504
C -1.93675 2.59725 1.25074
C -0.90082 1.30257 1.07169
C 0.55284 1.87467 0.62898
O 1.69861 1.23603 1.34719
C 2.77432 2.20181 1.58544
O 3.71504 1.53074 2.53127
C 4.76703 0.81976 1.79769
C 4.36036 -0.66697 1.26187
O 3.60767 -1.48921 2.21879
C -0.78885 0.84668 2.67070
C -2.12334 -0.10217 2.65264
C -2.74808 -0.50815 4.10154
C -2.50761 -2.05802 4.55690
C -0.98893 -2.61919 4.33536
C -0.28154 -2.88859 5.80884
N -2.52831 -0.44253 1.36319
P -3.90306 -1.53264 1.40027
C -5.50016 -0.91855 0.63582
C -5.92917 -1.55521 -0.80521
C -3.51922 -3.36099 1.18545
C -3.21435 -3.88341 -0.33034
C -1.67705 0.15600 0.22096
C -2.86511 0.58838 -0.83898
C -2.37831 1.54658 -2.06316
C -3.70223 2.40454 -2.60220
C -4.60151 1.56344 -3.69271
N -3.98385 1.46093 -5.06348
C -4.24166 2.33542 -6.27720
C -3.36426 1.88266 -7.58869
C -2.52833 0.56534 -7.12602
C -2.98743 0.41411 -5.56439
C -0.94128 -1.17685 -0.33328
C 0.46445 -1.00627 -1.11230
C 0.40370 -0.29904 -2.58083
I 1.16898 -3.08752 -1.51436
H -1.22906 4.71009 0.69118
H -2.54657 3.93879 -0.60024
H -2.69909 2.56305 2.14402
H 0.76726 1.69396 -0.51736
H 0.70460 3.03624 0.81708
H 3.32053 2.42009 0.57797
H 2.42387 3.17863 2.14933
H 5.65526 0.66332 2.56620
H 5.22556 1.42083 0.90406
H 5.36187 -1.26565 1.03538
H 3.77906 -0.64925 0.23944
H 2.95982 -2.08952 1.71959
H 0.04015 0.08422 2.96859
H -1.05212 1.72902 3.40104
H -2.33611 0.18364 4.97393
H -3.91661 -0.29712 4.08003
H -3.25918 -2.73586 3.93678
H -2.87039 -2.16264 5.68279
H -0.30442 -1.95041 3.66965
H -1.05965 -3.66953 3.81592
H -0.20236 -1.90989 6.45270
H -0.82187 -3.77287 6.39224
H 0.80552 -3.27591 5.56052
H -5.54892 0.25986 0.51463
H -6.38733 -1.16837 1.38603
H -5.64959 -2.67893 -0.95614
H -7.11545 -1.51483 -0.84281
H -5.58288 -0.89689 -1.73162
H -4.43178 -3.98046 1.58835
H -2.59115 -3.64739 1.86369
H -2.09774 -4.28405 -0.32708
H -3.38634 -3.06487 -1.14321
H -3.91032 -4.82672 -0.52110
H -3.39711 -0.35154 -1.33142
H -3.74380 1.17380 -0.29504
H -2.10557 0.83438 -2.96739
H -1.46408 2.23002 -1.83515
H -4.43765 2.68363 -1.72620
H -3.34738 3.44645 -3.04690
H -4.73583 0.47182 -3.26142
H -5.69942 1.98549 -3.81618
H -4.93452 3.26728 -6.39241
H -3.32432 2.34317 -8.66114
H -1.76709 -0.11945 -7.71228
H -2.56499 -0.48072 -4.90822
H -0.85757 -1.95347 0.55852
H -1.69265 -1.68611 -1.10025
H 1.33950 -0.52562 -0.51482
H 1.43280 -0.45408 -3.15172
H -0.51642 -0.68702 -3.21335
H 0.28628 0.87139 -2.47570
C 3.75460 0.23972 -5.84650
Cl 4.17274 1.29746 -4.47585
Cl 2.05081 0.49695 -6.29685
Cl 4.80036 0.62610 -7.23485
Cl 3.99347 -1.46159 -5.37775
C -4.58610 -5.26941 6.56786
Cl -5.41827 -6.73642 7.13867
Cl -5.66307 -3.86378 6.75809
Cl -3.10543 -5.01661 7.52425
Cl -4.15738 -5.46059 4.84967
C 1.48376 4.66141 -7.36942
Cl 1.95684 6.34902 -7.05386
Cl 1.61201 4.32511 -9.11357
Cl 2.56273 3.56462 -6.47267
Cl -0.19670 4.40641 -6.83774
C -8.41135 -2.10606 -3.77978
Cl -9.02993 -0.74726 -2.80873
Cl -6.98349 -1.57478 -4.70230
Cl -7.95554 -3.44790 -2.70094
Cl -9.67609 -2.65411 -4.90694
C 6.38674 1.02774 -10.76903
Cl 7.06181 1.66279 -12.28959
Cl 5.71822 -0.59887 -11.04990
Cl 7.67275 0.93703 -9.54052
Cl 5.09388 2.10999 -10.19565
C 10.98711 1.23788 -7.23957
Cl 11.46186 2.92471 -6.92282
Cl 11.11663 0.90228 -8.98370
Cl 12.06398 0.13959 -6.34221
Cl 9.30571 0.98490 -6.70936
C -1.19730 2.29818 7.49012
Cl -2.80628 2.48483 8.22979
Cl -1.17897 3.10276 5.90128
Cl 0.03121 3.03714 8.54794
Cl -0.83700 0.56656 7.28236
C 2.89486 4.51649 5.10723
Cl 1.72908 3.94165 6.32447
Cl 4.19566 3.31511 4.92109
Cl 2.05910 4.74519 3.54938
Cl 3.59164 6.06702 5.63760
C 0.71833 -6.62984 8.08542
Cl -0.42388 -7.22561 9.31487
Cl 2.01490 -7.82752 7.84969
Cl -0.14349 -6.37737 6.54749
Cl 1.42551 -5.08853 8.62929
C 5.51594 -1.34636 5.96198
Cl 4.54837 -1.29425 7.45626
Cl 7.24650 -1.25270 6.37178
Cl 5.19209 -2.86938 5.09799
Cl 5.07670 0.03108 4.92213
C 8.06314 3.24326 1.35513
Cl 7.95020 1.62807 0.61336
Cl 6.87102 3.37752 2.67176
Cl 9.70128 3.48143 2.01125
Cl 7.73019 4.48626 0.12411
```

=====

The following is a quantum chemistry calculation of a structure of composition C40H52As2GeN4S4W at a distorted geometry, from the Open Molecules 2025 dataset.

Values from the calculation:
- Electronic energy: -9982.202743 hartree
- Orbital gap: 0.199 Ha
- E_LUMO: -7.106 eV
- Net charge: +2
- Energy above the lowest of the compared OMol25 structures with the same formula, charge and spin: 64.17 kcal per mole

Geometry as XYZ:
```
104
C40H52As2GeN4S4W | the Open Molecules 2025 dataset | ωB97M-V/def2-TZVPD
W 0.27137 -0.17919 0.77627
C -3.09855 -0.28425 4.08285
C -3.66554 0.49374 2.89881
C -2.65738 1.07337 1.90110
N -1.92406 0.08561 1.08279
C -2.56584 -0.70609 0.28577
C -3.98455 -0.72251 0.06549
C -4.74466 -1.78613 -0.29625
C -4.32964 -3.11843 -0.55734
C -3.06677 -3.54319 -0.83430
C -1.89808 -2.75551 -0.97778
C -1.69335 -1.45790 -0.60160
N -0.53294 -0.73282 -0.94261
C 0.05332 -1.04346 -2.24630
C 1.48938 -1.54878 -2.19616
C 1.88870 -2.39828 -1.00120
N 1.38647 -1.95434 0.31816
C 1.53950 -2.85943 1.29815
C 2.48518 -3.90475 1.21067
C 2.71516 -4.98231 2.03489
C 2.05771 -5.37470 3.20054
C 1.03607 -4.70393 3.82895
C 0.43482 -3.49343 3.48494
C 0.65416 -2.64384 2.41226
N -0.06146 -1.49333 2.26372
C -0.75867 -0.94558 3.43821
C -2.18257 -1.45060 3.70835
H -3.93922 -0.65484 4.67069
H -2.54722 0.39466 4.74202
H -4.22148 1.34954 3.28960
H -4.39933 -0.13101 2.38956
H -1.92898 1.67429 2.44355
H -3.15656 1.75876 1.21049
H -4.48756 0.21948 0.25024
H -5.81276 -1.60899 -0.35002
H -5.11732 -3.85970 -0.60732
H -2.94784 -4.59360 -1.07020
H -1.06261 -3.25547 -1.45456
H 0.01566 -0.12724 -2.84397
H -0.58998 -1.76091 -2.75279
H 2.18137 -0.72099 -2.30387
H 1.66140 -2.15524 -3.08819
H 2.98021 -2.44196 -0.99686
H 1.52897 -3.42210 -1.14630
H 3.15987 -3.84014 0.36957
H 3.53026 -5.62488 1.72242
H 2.39432 -6.29529 3.65949
H 0.64346 -5.16700 4.72634
H -0.35091 -3.18373 4.15928
H -0.78354 0.14012 3.32775
H -0.11074 -1.09960 4.30565
H -2.17053 -2.16201 4.53646
H -2.56570 -1.99431 2.84065
S 2.80722 3.96761 2.25435
As 1.07986 2.56660 2.45741
S 1.94212 0.54258 2.43054
S -0.02994 2.25687 0.60739
S 0.01436 3.16017 4.09227
C -4.70131 3.73765 -0.81620
C -4.56334 2.88522 -2.07257
As -2.80144 2.01799 -2.22417
C -3.12226 1.08585 -3.92951
C -3.91316 -0.20415 -3.74172
C -1.83647 3.57385 -2.94524
C -0.39159 3.24694 -3.29697
H -5.61579 4.33061 -0.84101
H -3.86731 4.43297 -0.70126
H -4.74177 3.12145 0.08470
H -4.70957 3.48761 -2.97154
H -5.32324 2.10085 -2.09158
H -2.15004 0.87363 -4.38059
H -3.64209 1.77347 -4.59970
H -3.37262 -0.91386 -3.10911
H -4.10899 -0.69289 -4.69685
H -4.87987 -0.01709 -3.26980
H -1.87827 4.36017 -2.18911
H -2.38329 3.93428 -3.81886
H 0.15159 2.90385 -2.41290
H 0.12831 4.11835 -3.70038
H -0.32733 2.45838 -4.05064
Ge 2.38100 0.92821 -0.52190
C 3.18866 2.72003 -0.06330
C 3.99597 2.98267 1.12861
C 5.00705 4.04826 1.05175
C 5.06317 4.88406 -0.01618
C 4.14848 4.69521 -1.06927
C 3.23460 3.64538 -1.08933
C 4.05443 -0.09191 -0.57917
C 4.76758 -0.10023 -1.77940
C 5.95150 -0.81644 -1.89889
C 6.44153 -1.52905 -0.81374
C 5.74902 -1.51955 0.39000
C 4.56296 -0.80659 0.50614
H 2.01128 1.30029 -1.97540
H 4.29771 2.10130 1.69097
H 5.64868 4.18862 1.91362
H 5.78214 5.68971 -0.05602
H 4.17454 5.38134 -1.90806
H 2.60190 3.52061 -1.95906
H 4.39790 0.45065 -2.63876
H 6.49106 -0.81647 -2.83684
H 7.36447 -2.08634 -0.90381
H 6.13530 -2.06605 1.24107
H 4.03426 -0.82043 1.45194
```

=====

The following is a quantum chemistry calculation of a cluster of 10 separate species, C40H52N11O9PS in total at a distorted geometry, from the Open Molecules 2025 dataset.

Values from the calculation:
- Electronic energy: -3574.108030 hartree
- Orbital gap: 0.212 Ha
- E_LUMO: -2.231 eV
- Net charge: 0

Geometry as XYZ:
```
114
C40H52N11O9PS | the Open Molecules 2025 dataset | ωB97M-V/def2-TZVPD
H 4.12223 -4.27733 3.20619
N 5.09765 -4.13472 3.54937
C 5.40177 -2.80931 3.35383
C 4.41686 -1.66055 2.72280
C 3.44011 -2.17076 1.50897
O 3.71233 -1.23062 0.37123
S 2.65432 0.09686 0.57693
O 2.39173 0.88144 -0.74647
O 2.94290 1.13187 1.69043
O 1.29632 -0.79999 1.08768
C 1.79670 -2.05656 1.71583
O 1.30803 -3.10770 0.80326
N 0.44830 -3.94364 1.41179
O -0.09183 -4.64482 0.55909
P 1.09283 -1.91315 3.48515
O 1.88160 -2.91135 4.47048
O -0.63457 -2.09359 3.61187
O 1.44843 -0.26223 4.03616
H 6.47502 -2.43794 3.71986
H 3.87267 -1.13375 3.61476
H 5.13401 -0.83348 2.24658
H 3.57041 -3.28223 1.12670
H -1.05842 -1.88346 2.71650
H 0.72174 0.30898 3.61865
C 6.67203 -8.82955 1.41280
C 6.53143 -7.42193 1.36713
C 6.40972 -6.97921 2.66525
N 6.46717 -8.07081 3.49218
C 6.63255 -9.20300 2.73763
H 6.79060 -9.49852 0.57034
H 6.52082 -6.79828 0.48258
H 6.28616 -5.98365 3.07015
H 6.39914 -8.04475 4.50130
H 6.70618 -10.17501 3.20664
C -3.26574 -1.09721 -1.90160
C -3.87488 -2.37243 -1.82402
C -2.94361 -3.24103 -1.30037
N -1.79248 -2.53561 -1.06376
C -1.98132 -1.22626 -1.42221
H -3.71579 -0.18310 -2.26653
H -4.88441 -2.62933 -2.11784
H -3.00096 -4.29814 -1.07769
H -0.93780 -2.92086 -0.68331
H -1.18720 -0.50075 -1.30727
C -4.36190 1.54581 -5.99165
C -5.41253 2.45501 -5.72189
C -5.16669 3.01164 -4.48671
N -4.00715 2.46663 -3.99973
C -3.50638 1.57577 -4.91305
H -4.24160 0.93597 -6.87762
H -6.25714 2.68002 -6.36023
H -5.71684 3.74596 -3.91358
H -3.58645 2.68796 -3.10662
H -2.58745 1.03969 -4.71710
C -4.32745 0.74120 3.49262
C -4.28455 -0.07357 2.33610
C -3.11285 0.21584 1.67331
N -2.44963 1.18003 2.38688
C -3.18013 1.50263 3.50080
H -5.11013 0.76865 4.23962
H -5.02800 -0.79433 2.02102
H -2.69600 -0.17980 0.75676
H -1.55997 1.58876 2.13178
H -2.82273 2.24554 4.20121
C -3.92670 2.96229 -10.68567
C -4.06729 4.36991 -10.73134
C -4.18900 4.81263 -9.43321
N -4.13155 3.72103 -8.60628
C -3.96618 2.58884 -9.36084
H -3.80812 2.29331 -11.52813
H -4.07791 4.99356 -11.61589
H -4.31256 5.80819 -9.02831
H -4.19959 3.74709 -7.59716
H -3.89254 1.61683 -8.89182
C -2.31965 -9.05233 -1.09100
C -3.02108 -8.30599 -2.06784
C -2.65951 -6.98632 -1.91397
N -1.76820 -6.90968 -0.87551
C -1.55071 -8.16538 -0.37109
H -2.36904 -10.12154 -0.93078
H -3.71474 -8.68993 -2.80466
H -2.96037 -6.09745 -2.45227
H -1.33768 -6.05963 -0.53536
H -0.87046 -8.31969 0.45574
C -2.23968 4.90691 8.03209
C -3.59886 4.52618 7.92762
C -3.90780 4.47096 6.58693
N -2.78403 4.80964 5.87902
C -1.76026 5.07178 6.75179
H -1.67150 5.04469 8.94287
H -4.27888 4.31440 8.74261
H -4.82902 4.22159 6.07747
H -2.72008 4.85764 4.87044
H -0.78133 5.35398 6.38811
C 0.60416 5.68717 -0.54560
C 1.63111 5.79612 -1.51345
C 2.23553 4.56281 -1.61126
N 1.61239 3.71490 -0.73294
C 0.61265 4.39032 -0.08266
H -0.06974 6.46983 -0.22213
H 1.90030 6.67900 -2.07874
H 3.05438 4.21728 -2.22808
H 1.85220 2.74272 -0.58810
H -0.00443 3.89209 0.65299
C 6.15391 5.55391 0.12164
C 4.84104 5.84198 0.56508
C 4.93174 6.87125 1.47519
N 6.25374 7.21105 1.59995
C 7.00590 6.41675 0.77419
H 6.44624 4.79941 -0.59711
H 3.92770 5.35184 0.25353
H 4.17089 7.38867 2.04417
H 6.61715 7.93525 2.20583
H 8.08027 6.53213 0.72293
```

=====

The following is a quantum chemistry calculation of a structure of composition C40H53InN13O2P at a distorted geometry, from the Open Molecules 2025 dataset.

Values from the calculation:
- Electronic energy: -2949.075935 hartree
- Orbital gap: 0.179 Ha
- E_LUMO: -5.858 eV
- Net charge: +2
- Energy above the lowest of the compared OMol25 structures with the same formula, charge and spin: 27.24 kcal per mole

Geometry as XYZ:
```
110
C40H53InN13O2P | the Open Molecules 2025 dataset | ωB97M-V/def2-TZVPD
In 0.03367 -1.65056 -0.60735
O 1.81888 1.50543 4.06804
C 0.49436 0.40616 2.03751
N -0.68087 0.12724 2.17922
C -2.00332 -0.10702 2.38131
C -2.68500 0.69756 3.30489
C -4.01487 0.48038 3.59123
C -4.67657 -0.57570 2.97871
C -4.00702 -1.39836 2.09635
C -2.65808 -1.19942 1.74998
N -1.93528 -2.09091 0.95608
C -2.59880 -2.92087 0.11877
O -3.71466 -2.74306 -0.38440
C -1.85960 -4.17649 -0.27081
C -2.60102 -5.27051 -0.70407
C -1.93187 -6.42341 -1.07588
C -0.54594 -6.44508 -0.99971
C 0.10754 -5.30733 -0.56277
N -0.52937 -4.19405 -0.20219
C 2.89092 -0.42837 1.95105
C 4.06269 -0.96306 2.45515
C 5.16694 -1.17334 1.65066
C 5.04568 -0.90407 0.29419
C 3.87731 -0.37143 -0.18360
N 2.82265 -0.08280 0.62352
H -2.14334 1.49601 3.79211
H -4.52480 1.11097 4.30715
H -5.71585 -0.77047 3.20674
H -4.53545 -2.22797 1.65458
H -3.67722 -5.19019 -0.74054
H -2.48074 -7.28889 -1.42131
H 0.01790 -7.32206 -1.28436
H 1.19022 -5.27372 -0.50053
H 4.09262 -1.25314 3.49191
H 6.08191 -1.57219 2.06285
H 5.86306 -1.09703 -0.38492
H 3.72721 -0.12071 -1.22174
C -3.46404 4.40927 0.36074
N -2.52219 3.36457 0.73832
C -1.87213 3.63199 2.00624
C -2.26412 2.31521 -0.08413
N -1.08452 1.66725 -0.14247
C 0.02814 2.27315 0.27356
C 0.19580 3.65648 0.07140
C 1.20675 4.37466 0.64813
C 2.14119 3.71902 1.47767
C 2.12598 2.37381 1.58092
C 1.11391 1.48423 0.95618
N 1.77837 0.54075 0.04811
C 1.59472 -0.44048 2.76198
N 1.23124 -1.84002 2.92685
C 0.02965 -2.15432 3.70688
C 1.30406 -2.71748 1.77164
N 1.62440 0.11351 4.11948
C 1.03603 2.15653 5.05790
C 2.46667 -0.49172 5.14280
N -3.28770 1.91965 -0.85380
C -4.66312 1.86647 -0.36159
C -3.07362 1.22966 -2.10923
H -2.93668 5.36735 0.37875
H -4.30317 4.47414 1.05552
H -3.84447 4.25002 -0.64252
H -1.32612 4.57913 1.96924
H -1.17528 2.84321 2.26459
H -2.63481 3.70436 2.78262
H -0.53677 4.15965 -0.54734
H 1.28867 5.43882 0.46961
H 2.91773 4.28674 1.97229
H 2.94325 1.90312 2.10190
H -0.16023 -1.39274 4.45497
H 0.19597 -3.10732 4.21382
H -0.85160 -2.26017 3.06778
H 2.18451 -2.51995 1.16238
H 0.39558 -2.65803 1.15127
H 1.38157 -3.74384 2.13273
H 0.02563 1.74720 5.08637
H 1.00529 3.20581 4.76746
H 1.48751 2.06718 6.04767
H 2.49086 -1.56600 4.98721
H 2.00806 -0.28774 6.11020
H 3.47864 -0.07533 5.14666
H -4.70833 2.16685 0.68088
H -5.00658 0.83528 -0.43595
H -5.32285 2.49849 -0.96119
H -2.02124 1.28668 -2.37515
H -3.67912 1.71013 -2.88288
H -3.38530 0.18544 -2.04843
C 1.08022 0.99980 -6.60107
N 1.40213 1.48186 -5.17614
C 2.83883 1.05138 -4.85601
N 2.99498 -0.34367 -5.02873
C 2.67054 -0.74456 -6.39465
N 1.29476 -0.39096 -6.71847
C 0.32158 -1.19611 -5.98625
P 0.42607 -0.97665 -4.12384
C 0.44275 0.90957 -4.18690
C 2.28958 -1.13454 -4.02467
H 1.73580 1.54927 -7.27815
H 0.04024 1.25213 -6.80887
H 1.35141 2.50127 -5.15407
H 3.04885 1.34174 -3.82584
H 3.49569 1.59488 -5.53687
H 2.79921 -1.82032 -6.49567
H 3.34780 -0.24335 -7.08849
H 0.47998 -2.24889 -6.22522
H -0.68743 -0.93955 -6.31705
H 0.69650 1.27299 -3.18695
H -0.56106 1.25997 -4.43547
H 2.56100 -2.18487 -4.14276
H 2.60049 -0.82364 -3.02371
```